Entry 1:
Formula: ClH4Na3O6
Source: the OMol25 dataset
Level of theory: wB97M-V/def2-TZVPD

expectation value of S²: 0.7564
multiplicity: 2
calculated total energy: -1399.61802 Ha
M: 204.449 g/mol
maximum force: 2.7 eV/A
net charge: +3

XYZ file:
```
14
Properties=species:S:1:pos:R:3:forces:R:3:lowdin_spin:R:1
O -0.0164 -1.5660 -1.0833 0.7 0.3 0.3 0.014
O 2.4014 1.4822 -2.6779 0.0 0.0 0.0 0.000
Na 3.3010 0.5621 2.1944 0.2 0.3 -0.2 0.000
O -1.2158 -0.0162 0.2469 0.5 -0.2 0.0 0.265
O -3.3474 2.3010 1.1847 0.9 0.7 -0.5 0.618
H 2.5589 0.5411 -2.7532 0.2 -0.2 -0.1 0.000
H -3.0696 1.3983 1.3400 0.6 -1.2 0.0 0.007
Cl 0.0133 -0.8371 0.1550 -2.7 0.0 -0.2 -0.016
H -4.2608 2.3235 1.4700 -1.5 0.4 0.3 0.010
O -0.1482 -1.7795 1.2559 1.1 0.4 0.0 0.089
O 1.1295 0.0526 0.2552 0.5 -0.8 0.4 0.014
Na 0.0965 -3.1650 3.5331 -0.3 -0.2 -0.1 0.000
Na 0.7091 -2.8687 -3.2191 -0.2 0.0 -0.1 0.000
H 1.8486 1.5716 -1.9016 -0.2 0.2 0.1 0.000
```
Positions in Å, forces in eV/Å.

Entry 2:
Formula: ClH5N2Si2
Source: the OMol25 dataset
Level of theory: wB97M-V/def2-TZVPD

SMILES: [SiH2]=NCl.N=[SiH2]
multiplicity: 1
calculated total energy: -1151.51854 Ha
M: 124.679 g/mol
maximum force: 4.5 eV/A
energy above the lowest of the compared OMol25 structures with the same formula, charge and spin: 110.6 kcal/mol

XYZ file:
```
10
Properties=species:S:1:pos:R:3:forces:R:3:lowdin_charge:R:1
N 0.1297 0.9018 -0.1422 2.0 -0.8 1.3 -0.259
H 2.6592 1.1828 -1.1682 0.3 0.2 -0.8 -0.123
H -0.5431 0.8422 -0.8632 -0.4 0.5 -0.8 -0.102
Cl -0.4907 -1.5818 -2.8008 -0.4 0.0 -0.8 0.448
H -0.8731 -2.2049 1.2237 1.0 -0.3 2.6 -0.120
H 2.5901 0.1643 0.8694 -0.4 0.0 0.5 -0.106
Si 1.7249 0.7055 -0.1805 -1.6 0.2 -0.1 0.584
N -0.4455 -1.9879 -1.2105 -0.7 -0.2 2.4 -0.866
Si -1.5082 -2.1190 0.0341 0.0 0.3 -4.5 0.638
H -2.9684 -2.3290 -0.1190 0.1 0.2 0.3 -0.092
```
Positions in Å, forces in eV/Å.

Entry 3:
Formula: ClH5OSi2
Source: the OMol25 dataset
Level of theory: wB97M-V/def2-TZVPD

SMILES: [SiH3]O[SiH2]Cl
multiplicity: 1
calculated total energy: -1117.48080 Ha
M: 112.664 g/mol
maximum force: 4.9 eV/A
energy above the lowest of the compared OMol25 structures with the same formula, charge and spin: 17.5 kcal/mol

XYZ file:
```
9
Properties=species:S:1:pos:R:3:forces:R:3:lowdin_charge:R:1
Si 1.1350 1.0509 -0.2117 0.7 2.5 2.9 0.443
H 2.0838 0.7352 -1.1520 1.4 -0.8 -1.8 -0.100
H -2.0560 -0.9732 1.4609 0.7 0.0 -1.4 -0.025
O -0.1853 0.2510 -0.0525 -3.3 -3.3 0.5 -0.578
H 0.6014 2.3919 -0.3876 0.3 0.7 -0.3 -0.063
H 1.7431 0.9716 1.1583 0.4 0.1 -0.4 -0.053
H -1.9146 -0.6992 -1.2044 -0.2 -1.2 1.1 -0.012
Cl -0.1827 -2.6688 0.2538 1.4 -2.6 0.0 0.386
Si -1.2245 -1.0594 0.1353 -1.5 4.7 -0.6 0.001
```
Positions in Å, forces in eV/Å.